Record 1
Here is C48H46FN6O6PPb as an isolated structure from OMol25. Energies are from ωB97M-V/def2-TZVPD.

XYZ file:
```
109
Properties=species:S:1:pos:R:3:forces:R:3:lowdin_charge:R:1
Pb -2.41598 0.72453 -0.45532 0.04 -0.15 0.09 1.433
O -2.76186 2.20488 2.99612 -0.66 -0.51 -0.48 -0.153
N -2.78738 3.30154 1.97329 0.18 0.44 -0.24 0.187
C -2.44786 4.39782 2.51152 -0.08 0.07 0.13 -0.037
C -2.03171 4.68271 3.87897 0.10 0.07 -0.20 -0.168
C -1.88569 6.01323 4.25234 0.07 0.08 0.02 0.028
C -1.40627 6.34424 5.51551 -0.01 -0.01 -0.03 0.013
C -1.02472 5.34650 6.39910 0.00 0.01 -0.01 0.004
C -1.15208 4.00928 6.03611 -0.06 0.07 -0.04 -0.038
C -1.67954 3.67599 4.79097 0.11 -0.19 0.53 -0.235
P -1.88105 1.94986 4.46325 0.18 0.34 -0.13 1.108
C -0.45231 1.13811 3.95428 0.32 -0.59 0.28 -0.248
C 0.41913 1.71494 2.87180 -0.07 -0.03 0.08 -0.162
C 1.93719 1.44092 3.03599 0.13 0.26 -0.14 -0.158
C 2.27033 0.28832 3.90681 -0.14 -0.23 0.13 0.034
C 1.35766 -0.38017 4.63533 0.24 0.02 -0.14 -0.021
C 0.00416 0.09978 4.71857 -0.17 0.28 -0.04 -0.005
C -2.99340 1.09545 5.48238 -0.09 -0.08 0.25 -0.301
C -3.19817 -0.28549 5.29158 0.00 0.05 -0.04 -0.074
C -4.11298 -0.94470 6.08433 -0.06 0.02 0.03 -0.023
C -4.81841 -0.24271 7.06098 -0.01 0.01 0.02 0.008
C -4.62968 1.12382 7.24287 -0.03 -0.08 0.00 -0.014
C -3.72359 1.80399 6.45321 0.06 -0.03 -0.08 -0.034
H -3.02876 1.41139 2.48789 0.00 0.02 0.05 0.119
H -2.47020 5.21184 1.78835 -0.10 -0.03 -0.02 0.166
H -2.14024 6.79718 3.55000 -0.01 0.00 0.01 0.139
H -1.31467 7.38436 5.79907 0.00 -0.01 -0.01 0.138
H -0.63140 5.60252 7.37391 0.00 0.00 -0.01 0.137
H -0.85480 3.23833 6.73910 -0.02 0.00 -0.02 0.133
H 0.22885 2.78293 2.73950 0.06 0.01 -0.08 0.150
H 2.53883 2.30778 3.32127 0.02 -0.04 0.08 0.162
H 3.31446 -0.00072 3.97621 -0.01 0.03 -0.04 0.142
H 1.65549 -1.19815 5.27641 -0.03 -0.03 -0.04 0.126
H -0.63787 -0.33996 5.47546 0.11 0.08 0.03 0.116
H -2.65923 -0.82873 4.52395 -0.01 0.00 0.03 0.115
H -4.28596 -2.00312 5.94654 0.00 0.00 0.01 0.130
H -5.53061 -0.76831 7.68413 0.01 0.00 -0.01 0.135
H -5.19326 1.65372 7.99853 0.01 0.00 0.00 0.133
H -3.58323 2.86841 6.58634 0.00 -0.01 0.01 0.116
O 4.27975 3.66272 -0.06673 0.02 0.00 0.00 -0.023
C 3.99349 2.55398 0.73940 -0.02 0.03 0.01 -0.198
C 2.51752 2.30374 0.72255 -0.02 -0.01 0.05 -0.130
C 2.01642 1.13066 1.50118 -0.05 -0.13 0.15 -0.113
C 0.46746 1.01287 1.47729 0.02 0.15 -0.09 -0.207
N -0.27109 1.68914 0.43668 -0.04 -0.04 0.10 0.003
C 0.26978 2.70488 -0.13831 0.08 0.05 0.00 -0.175
C 1.67269 3.08372 0.04201 -0.12 -0.02 -0.08 0.078
C -0.59031 3.48259 -1.07732 0.06 -0.13 0.05 -0.195
C -0.19484 4.68219 -1.62762 -0.06 0.06 0.02 0.076
C -1.06650 5.36126 -2.48698 0.06 0.01 0.00 -0.138
C -0.64652 6.67085 -3.09364 0.04 -0.03 0.10 -0.184
O 0.14892 7.34050 -2.13307 -0.05 0.01 -0.04 -0.045
C -2.28553 4.77845 -2.76592 -0.05 -0.04 -0.09 0.046
C -2.60425 3.55662 -2.18650 0.01 0.01 -0.01 -0.092
N -1.79290 2.93842 -1.33752 0.04 0.05 0.00 -0.017
H 5.22394 3.85206 -0.05053 0.00 0.00 0.00 0.117
H 4.31911 2.71153 1.77701 0.00 -0.01 0.01 0.139
H 4.49261 1.63902 0.39068 0.00 0.01 -0.04 0.147
H 2.55857 0.21507 1.25623 0.07 0.06 -0.06 0.164
H 0.13756 -0.02669 1.51671 0.03 0.00 0.12 0.150
H 2.06722 3.92302 -0.50743 0.03 0.00 0.02 0.115
H 0.76070 5.12940 -1.40111 0.00 0.01 -0.02 0.123
H -1.53077 7.24621 -3.37659 -0.01 0.03 0.02 0.136
H -0.07512 6.45977 -4.00453 -0.02 0.00 -0.04 0.147
H 0.42804 8.19155 -2.48795 0.03 -0.02 -0.01 0.110
H -2.99207 5.24724 -3.43830 0.00 0.00 0.01 0.139
H -3.53273 3.05508 -2.42648 0.00 0.01 0.01 0.127
F 1.25697 -5.46459 -0.44359 -0.01 0.01 0.01 0.080
C 0.96008 -4.69618 -1.51044 0.06 -0.03 0.02 -0.186
C 0.38349 -3.48445 -1.30852 -0.05 0.03 0.05 0.083
C 0.10170 -2.63595 -2.39414 -0.03 -0.03 -0.01 -0.052
C -0.59613 -1.37928 -2.19892 -0.04 -0.05 0.01 -0.276
O -0.89872 -0.99384 -1.01815 0.05 0.17 0.05 -0.201
C -0.88849 -0.65400 -3.37876 0.15 -0.05 -0.10 -0.032
C -0.44661 -1.11109 -4.59350 -0.03 -0.07 -0.07 0.071
N 0.20753 -2.26226 -4.77200 0.10 0.01 0.08 0.030
C 0.55824 -2.69306 -6.11900 -0.03 0.01 0.01 -0.250
C 2.00384 -2.73170 -6.51893 -0.01 0.01 0.00 -0.080
C 1.09132 -1.68574 -7.08700 0.01 -0.01 0.01 -0.065
C 0.46943 -3.07344 -3.67541 -0.02 0.04 -0.09 -0.098
C 1.05130 -4.33681 -3.86440 -0.04 0.00 -0.02 0.076
C 1.29398 -5.18442 -2.79761 -0.16 -0.04 -0.12 -0.130
N 1.83576 -6.45032 -2.96939 0.24 0.08 0.12 -0.066
C 1.45317 -7.56207 -2.09419 -0.12 -0.05 -0.05 -0.117
C 1.54150 -8.87658 -2.84219 0.09 -0.05 -0.06 -0.076
N 2.95470 -9.08755 -3.32398 0.00 0.07 0.01 0.085
C 3.52194 -7.85915 -4.03619 -0.04 -0.20 0.10 -0.050
C 2.44814 -6.80456 -4.23448 0.02 -0.01 -0.08 -0.147
C -1.70599 0.59410 -3.39877 -0.51 0.13 0.41 -0.581
O -1.47964 1.50894 -4.15233 0.11 -0.06 -0.13 0.116
O -2.72433 0.56822 -2.54843 0.16 -0.01 -0.37 -0.278
H 0.13242 -3.17287 -0.30433 0.01 0.00 -0.01 0.135
H -0.64932 -0.53595 -5.48701 0.00 0.01 0.02 0.160
H -0.10534 -3.46050 -6.49753 -0.01 0.01 0.00 0.162
H 2.32711 -3.54048 -7.15954 0.01 0.01 0.01 0.113
H 2.72521 -2.40041 -5.78372 0.01 -0.01 -0.01 0.118
H 0.76539 -1.77822 -8.11251 0.01 0.02 0.00 0.122
H 1.23865 -0.67025 -6.74604 -0.01 -0.01 0.00 0.115
H 1.25556 -4.65999 -4.87209 0.02 0.00 0.01 0.105
H 0.41628 -7.46102 -1.76966 0.01 0.05 0.03 0.146
H 2.06663 -7.60061 -1.19107 0.04 -0.01 -0.01 0.133
H 0.90218 -8.89961 -3.72140 -0.03 0.01 0.01 0.144
H 1.28307 -9.71597 -2.20080 -0.02 0.02 0.03 0.149
H 2.99468 -9.90591 -3.93284 -0.03 0.00 -0.04 0.189
H 3.54624 -9.31055 -2.52266 0.02 -0.01 0.01 0.185
H 3.93071 -8.19270 -4.98633 0.01 0.04 -0.02 0.144
H 4.33042 -7.48759 -3.41221 -0.01 0.06 0.00 0.144
H 1.72351 -7.13361 -4.98998 -0.02 0.01 0.00 0.142
H 2.95915 -5.93606 -4.64985 0.00 0.02 0.03 0.139
```
Forces are in eV/Å.

Output
LUMO energy (eV): -10.153
Highest occupied orbital energy (eV): -16.24
ΔE to the lowest compared entry with this formula, charge and spin (eV): 4.1936
Largest force on an atom (eV Å⁻¹): 0.96
Total charge: +4
Spin multiplicity: 1
E_tot (eV): -88965.5253

---

Record 2
Here is C48H46N7PPdS5 as an isolated structure in a non-equilibrium geometry from OMol25. Energies are from ωB97M-V/def2-TZVPD.

XYZ file:
```
108
Properties=species:S:1:pos:R:3:forces:R:3:lowdin_charge:R:1
Pd -1.38171 -1.95598 0.33608 -1.16 -0.19 0.21 0.227
N -1.27245 -0.38277 1.64882 0.48 -0.40 0.38 -0.589
S -1.07479 1.06298 1.26526 -0.29 0.53 -0.30 0.687
N -0.71240 1.34828 -0.37638 0.17 -0.05 0.05 -0.560
S 0.65252 2.14572 -0.58645 0.12 -0.10 0.14 0.837
N 1.98505 1.24557 -0.92755 -0.18 -0.15 -0.03 -0.497
S 1.74212 -0.30018 -1.38771 -0.24 0.26 0.17 0.626
N 1.20326 -1.33050 -0.51716 0.50 0.04 -0.20 -0.296
C 3.42147 -0.61536 -2.02348 -0.06 -0.21 0.02 -0.301
C 3.63448 -1.92999 -2.42259 0.11 0.09 0.02 -0.072
C 4.88451 -2.31551 -2.88020 -0.05 -0.02 0.02 -0.095
C 5.92583 -1.39513 -2.91568 0.02 -0.01 -0.02 -0.118
C 5.71007 -0.09029 -2.49812 0.03 0.03 0.00 -0.104
C 4.45323 0.30569 -2.05342 0.02 0.04 -0.02 -0.088
C 0.88574 -0.16391 -2.98239 -0.02 -0.01 -0.06 -0.298
C -0.36366 -0.75062 -3.05188 -0.13 -0.02 -0.01 -0.076
C -1.09789 -0.66120 -4.23002 0.01 -0.03 0.07 -0.061
C -0.57119 -0.00235 -5.32923 0.01 0.02 -0.02 -0.105
C 0.69191 0.57912 -5.25436 -0.04 0.03 -0.05 -0.105
C 1.41976 0.50255 -4.07903 0.03 0.04 0.04 -0.087
C 0.26892 2.91460 -2.17425 0.04 0.05 -0.08 -0.365
C -0.98692 2.81990 -2.75081 0.10 -0.03 -0.04 -0.077
C -1.23355 3.48126 -3.94912 -0.06 -0.06 0.02 -0.085
C -0.24570 4.24408 -4.55064 0.03 0.02 -0.03 -0.114
C 1.01028 4.33833 -3.96024 0.02 0.01 -0.03 -0.107
C 1.26834 3.67143 -2.77491 -0.03 -0.02 0.02 -0.111
C 1.06129 3.92801 2.39592 0.06 0.00 0.15 -0.204
C 2.21449 4.44800 1.81224 -0.03 0.05 -0.06 -0.051
C 2.13607 5.41271 0.81955 -0.03 -0.05 0.04 -0.099
C 0.89829 5.88094 0.40388 -0.03 0.05 -0.03 -0.107
C -0.25520 5.38706 0.99686 0.00 -0.01 -0.03 -0.089
C -0.17513 4.41775 1.98452 -0.03 0.01 -0.09 -0.058
C -2.75509 1.84691 1.12064 -0.13 -0.12 0.01 -0.366
C -3.76146 1.26026 1.87337 0.00 0.00 -0.06 -0.123
C -5.02689 1.82860 1.91659 -0.01 -0.01 0.02 -0.105
C -5.29288 2.99347 1.20926 -0.02 0.01 -0.02 -0.126
C -4.28872 3.57615 0.44495 -0.05 0.02 -0.01 -0.108
C -3.02590 3.00172 0.39965 0.10 0.05 0.03 -0.113
C 1.15446 2.83865 3.39833 0.01 0.10 -0.10 -0.198
C 0.24067 2.73676 4.44367 0.07 -0.07 0.04 -0.041
C 0.32119 1.69031 5.34935 -0.02 0.01 -0.03 -0.084
C 1.31751 0.73173 5.22512 -0.02 -0.05 0.03 -0.105
C 2.22751 0.82464 4.18228 -0.02 0.00 -0.01 -0.086
C 2.14323 1.86630 3.27337 -0.05 -0.08 -0.03 -0.031
H 2.81411 -2.63324 -2.34708 -0.05 -0.02 0.00 0.111
H 5.04905 -3.33777 -3.19883 0.02 -0.01 -0.01 0.094
H 6.90645 -1.69941 -3.26242 0.01 0.00 -0.01 0.087
H 6.52358 0.62616 -2.51747 0.01 0.00 0.00 0.090
H 4.25739 1.31663 -1.72300 -0.01 0.02 0.01 0.087
H -0.77108 -1.26626 -2.19032 0.09 0.03 0.01 0.026
H -2.08121 -1.11404 -4.26493 -0.02 0.00 -0.02 0.106
H -1.14406 0.06589 -6.24748 0.00 0.01 0.00 0.090
H 1.09980 1.10806 -6.10845 0.00 0.00 0.00 0.092
H 2.39334 0.97249 -4.00800 0.02 0.01 0.01 0.106
H -1.72878 2.19674 -2.26857 -0.05 -0.02 0.03 0.099
H -2.20542 3.38155 -4.41736 -0.01 0.01 -0.01 0.100
H -0.44748 4.75540 -5.48497 0.01 0.00 0.00 0.088
H 1.79240 4.92322 -4.43099 -0.01 0.01 -0.01 0.090
H 2.24882 3.71256 -2.31605 0.02 0.01 0.03 0.100
H 3.18272 4.07589 2.12047 0.02 0.00 0.03 0.107
H 3.04312 5.78345 0.35830 0.01 0.02 -0.01 0.095
H 0.82983 6.61177 -0.39267 0.00 0.00 0.00 0.096
H -1.22900 5.72248 0.66108 0.00 0.01 -0.01 0.101
H -1.08696 3.98675 2.37686 0.00 -0.02 0.04 0.100
H -3.52961 0.32693 2.37481 0.02 -0.02 0.03 0.083
H -5.81393 1.35218 2.49018 -0.01 -0.01 0.00 0.090
H -6.28370 3.43380 1.23518 0.01 0.00 0.00 0.083
H -4.49858 4.46835 -0.13567 0.00 0.01 0.00 0.088
H -2.24655 3.43530 -0.21535 0.02 0.01 -0.02 0.077
H -0.55026 3.46961 4.53795 0.00 0.04 0.01 0.109
H -0.41374 1.61188 6.14078 0.01 -0.02 0.02 0.096
H 1.35599 -0.10704 5.90992 0.01 0.00 0.00 0.096
H 2.98497 0.06384 4.04397 0.00 -0.04 0.02 0.093
H 2.80025 1.87976 2.41352 0.03 0.01 -0.02 0.111
S -1.42135 -3.78824 -1.06923 -0.04 -0.22 0.02 0.502
C -2.97934 -3.69924 -1.88524 0.12 0.11 0.04 -0.704
C -3.39338 -4.75316 -2.69941 0.05 -0.09 -0.04 -0.169
C -4.57456 -4.69803 -3.42278 -0.06 0.05 0.01 -0.152
C -5.36939 -3.55860 -3.33450 0.01 -0.06 -0.04 -0.152
C -4.97246 -2.50903 -2.52225 -0.04 0.07 0.02 -0.167
C -3.79146 -2.55513 -1.77239 0.07 -0.04 0.00 -0.731
S -3.36983 -1.21917 -0.72188 0.24 0.13 -0.06 0.549
H -2.75871 -5.63088 -2.76219 0.01 0.00 0.00 0.080
H -4.87020 -5.53352 -4.04726 -0.01 -0.01 -0.01 0.075
H -6.29669 -3.48770 -3.89291 0.00 -0.01 -0.01 0.076
H -5.58845 -1.61991 -2.44502 -0.01 0.02 0.00 0.082
C 2.05271 -3.34002 4.03881 0.07 0.00 0.06 -0.212
N 0.67467 -3.22011 4.51179 0.00 -0.03 -0.02 -0.151
C 0.12056 -4.56541 4.62297 -0.02 -0.02 0.11 -0.221
N 0.20303 -5.37219 3.40763 0.01 0.01 0.02 -0.159
C 1.59885 -5.40049 2.97462 0.09 -0.08 -0.01 -0.217
N 2.21618 -4.09113 2.79826 -0.08 0.00 0.00 -0.151
C 1.59687 -3.36304 1.67220 0.12 -0.05 0.09 -0.315
P -0.20572 -3.08681 1.90282 0.23 0.39 -0.49 0.871
C -0.13001 -2.38829 3.59529 -0.02 0.02 0.10 -0.318
C -0.65839 -4.81160 2.35344 -0.15 -0.06 -0.03 -0.319
H 2.62889 -3.84971 4.82000 0.00 0.01 -0.01 0.115
H 2.46042 -2.33960 3.89743 0.03 0.07 -0.01 0.108
H -0.92682 -4.48986 4.92548 0.00 -0.01 -0.01 0.119
H 0.67384 -5.09128 5.40947 0.00 0.00 -0.01 0.113
H 1.66196 -5.94805 2.03157 0.00 0.00 0.01 0.122
H 2.17221 -5.94336 3.73508 -0.01 0.00 -0.01 0.113
H 1.75592 -3.90327 0.73614 -0.01 -0.02 0.02 0.086
H 2.06694 -2.38823 1.53474 -0.02 -0.01 -0.01 0.063
H -1.14433 -2.27660 3.98751 0.02 -0.01 -0.01 0.090
H 0.27815 -1.38012 3.51967 0.01 0.01 0.00 0.056
H -0.61264 -5.42994 1.45285 0.02 0.01 0.04 0.065
H -1.69964 -4.82687 2.68977 0.03 0.00 -0.01 0.089
```
Forces are in eV/Å.

Output
LUMO energy (eV): 4.138
Highest occupied orbital energy (eV): -0.95
ΔE to the lowest compared entry with this formula, charge and spin (eV): 0.7200
Largest force on an atom (eV Å⁻¹): 1.20
Total charge: -2
Spin multiplicity: 1
E_tot (eV): -127895.6379

---

Question: LUMO energy of number 2 (C48H46N7PPdS5)?
Answer: 4.138 eV

---

Question: Among the records above, which one has the highest largest force on an atom?
Answer: C48H46N7PPdS5

---

Question: Which of these has the lowest largest force on an atom?
Answer: C48H46FN6O6PPb